[1]
{"formula": "C19H42CdP2Si", "method": "ωB97M-V with the def2-TZVPD basis set", "de_lowest_kcal_mol": 0.0, "e_homo_ha": -0.241, "total_charge": 0, "orbital_gap_ev": 6.905, "energy_ev": -51401.209, "largest_force_ha_per_bohr": 0.03184, "species": ["P", "P", "C", "C", "H", "H", "H", "H", "C", "H", "H", "H", "C", "H", "H", "H", "C", "H", "H", "H", "C", "H", "H", "H", "Cd", "C", "C", "C", "C", "C", "C", "C", "C", "C", "H", "H", "H", "H", "H", "H", "H", "H", "H", "H", "H", "H", "H", "H", "H", "C", "Si", "C", "C", "C", "H", "H", "H", "H", "H", "H", "H", "H", "H", "H", "H"], "positions_angstrom": [[0.182, -1.379, -6.583], [0.023, 1.778, -6.475], [-0.209, -0.473, -8.171], [0.291, 0.977, -8.143], [-1.304, -0.514, -8.291], [0.257, -1.034, -8.997], [1.374, 1.030, -8.345], [-0.236, 1.590, -8.893], [-1.561, 2.637, -6.853], [-1.764, 3.335, -6.032], [-2.361, 1.890, -6.901], [-1.497, 3.188, -7.806], [1.145, 3.214, -6.716], [0.943, 3.739, -7.667], [2.176, 2.840, -6.702], [0.993, 3.898, -5.871], [-0.950, -2.804, -6.836], [-0.733, -3.541, -6.052], [-0.819, -3.263, -7.832], [-1.978, -2.438, -6.719], [1.734, -2.200, -7.137], [2.526, -1.446, -7.194], [1.601, -2.688, -8.117], [2.000, -2.949, -6.381], [-0.151, 0.103, 0.512], [0.661, 1.636, -1.636], [-0.702, 1.536, -1.696], [-1.458, 0.738, -2.719], [-1.849, -0.714, -2.345], [-0.812, -1.535, -1.647], [0.523, -1.454, -1.874], [1.177, -0.587, -2.898], [1.608, 0.846, -2.476], [0.060, -1.730, 1.668], [1.149, 2.396, -1.009], [-1.342, 2.218, -1.116], [-0.984, 0.748, -3.708], [-2.424, 1.265, -2.836], [-2.734, -0.676, -1.689], [-2.184, -1.196, -3.279], [-1.219, -2.309, -0.982], [1.218, -2.102, -1.323], [0.605, -0.523, -3.833], [2.124, -1.092, -3.150], [2.558, 0.774, -1.917], [1.848, 1.385, -3.409], [0.822, -1.535, 2.437], [0.336, -2.614, 1.092], [-0.913, -1.882, 2.159], [-2.264, 1.907, 2.878], [-0.417, 1.713, 3.288], [0.260, 3.223, 4.200], [-0.238, 0.195, 4.419], [0.603, 1.753, 1.711], [-2.848, 2.063, 3.798], [-2.720, 1.051, 2.362], [-2.433, 2.784, 2.239], [-0.250, 3.415, 5.149], [1.331, 3.084, 4.397], [0.162, 4.106, 3.557], [-0.660, -0.741, 4.030], [0.810, -0.024, 4.663], [-0.742, 0.396, 5.377], [0.569, 2.675, 1.109], [1.668, 1.498, 1.840]], "forces_ev_per_a": [[-0.1348, -0.4649, -0.5523], [0.0784, 0.4882, -0.4437], [0.0817, -0.0912, 0.1828], [-0.0714, 0.0676, 0.2056], [0.3066, 0.0936, -0.0278], [-0.3438, 0.1609, 0.1101], [-0.3155, -0.0910, -0.0021], [0.3495, -0.1619, 0.0755], [-0.0075, -0.0069, 0.0957], [-0.1439, -0.1206, -0.2163], [-0.0075, 0.2472, -0.0088], [-0.0974, -0.1583, 0.3150], [-0.0397, 0.0693, -0.0501], [0.1543, -0.1389, 0.3603], [-0.1303, 0.2586, 0.0031], [0.1805, -0.0258, -0.2409], [0.0378, -0.0673, -0.0618], [-0.2022, 0.0421, -0.2246], [-0.1304, 0.1127, 0.3813], [0.1233, -0.2620, -0.0255], [0.0116, 0.0001, 0.1034], [0.0196, -0.2442, -0.0283], [0.1165, 0.1427, 0.3254], [0.1373, 0.1270, -0.2181], [0.6384, -0.3021, 0.8149], [-1.5035, 0.5078, -0.4037], [1.2680, 0.6679, -0.2483], [-0.8516, -0.0635, -0.3231], [-0.4271, 0.3394, 0.0023], [1.1205, -0.5560, -0.5289], [-0.9879, -0.3631, 0.3517], [0.6585, 0.2434, -0.5743], [0.5138, -0.4823, 0.1083], [-0.4301, -0.3045, -0.0629], [-0.5299, -0.4750, -0.0456], [0.5957, -0.2772, 0.0899], [0.0746, 0.1151, 0.3472], [0.3810, -0.1633, -0.1990], [0.1941, -0.0364, -0.1963], [0.0845, -0.0587, 0.3085], [0.4550, 0.3878, -0.0649], [-0.5249, 0.1863, 0.0056], [0.0547, -0.1589, 0.3466], [-0.3216, 0.1309, -0.1740], [-0.2931, 0.0629, -0.1906], [-0.1065, 0.0096, 0.3135], [-0.2408, -0.0487, -0.2453], [-0.0935, -0.0904, 0.0968], [0.3326, -0.3104, 0.0048], [-0.0834, 0.2053, 0.1874], [0.7603, 0.4616, -0.5584], [-0.4568, -0.0208, 0.4076], [0.0566, -0.0673, 0.0539], [-0.1864, -0.0604, -0.2283], [0.1269, -0.0265, -0.1907], [0.2665, 0.0121, 0.1069], [0.0787, -0.0655, 0.0919], [0.1121, 0.1512, 0.0382], [-0.1991, -0.0588, -0.0297], [-0.0292, -0.1089, 0.1065], [0.0239, 0.3648, -0.0321], [-0.1132, 0.1469, -0.1007], [0.0655, 0.0781, -0.2168], [-0.1951, 0.0469, 0.5977], [-0.2610, 0.0034, 0.1755]], "nbo_charge": [0.80, 0.79, -0.70, -0.70, 0.22, 0.22, 0.22, 0.22, -0.94, 0.23, 0.23, 0.21, -0.94, 0.22, 0.23, 0.23, -0.94, 0.23, 0.22, 0.23, -0.94, 0.23, 0.21, 0.23, 1.42, -0.15, -0.29, -0.46, -0.46, -0.22, -0.19, -0.48, -0.46, -1.30, 0.23, 0.23, 0.23, 0.22, 0.21, 0.23, 0.23, 0.22, 0.24, 0.22, 0.22, 0.24, 0.21, 0.19, 0.20, -1.12, 1.63, -1.11, -1.11, -1.57, 0.23, 0.23, 0.23, 0.22, 0.23, 0.23, 0.24, 0.23, 0.23, 0.21, 0.23]}

***

[2]
{"formula": "C19H42CoP2Si", "method": "ωB97M-V with the def2-TZVPD basis set", "multiplicity": 4, "e_homo_ha": [-0.079, -0.255], "total_charge": 0, "orbital_gap_ev": [2.760, 7.298], "energy_ev": -84454.326, "largest_force_ha_per_bohr": 0.07037, "species": ["P", "P", "C", "C", "H", "H", "H", "H", "C", "H", "H", "H", "C", "H", "H", "H", "C", "H", "H", "H", "C", "H", "H", "H", "Co", "C", "C", "C", "C", "C", "C", "C", "C", "C", "H", "H", "H", "H", "H", "H", "H", "H", "H", "H", "H", "H", "H", "H", "H", "C", "Si", "C", "C", "C", "H", "H", "H", "H", "H", "H", "H", "H", "H", "H", "H"], "positions_angstrom": [[-1.946, 0.105, 1.516], [1.457, -1.581, -0.475], [-1.159, -0.078, -0.136], [-0.355, -1.333, -0.541], [-0.584, 0.831, -0.406], [-2.050, -0.102, -0.785], [-0.780, -2.224, -0.045], [-0.520, -1.453, -1.626], [2.559, -0.177, -0.635], [3.610, -0.459, -0.456], [2.278, 0.625, 0.052], [2.480, 0.204, -1.667], [1.833, -2.536, -1.979], [2.314, -1.903, -2.726], [0.921, -2.945, -2.416], [2.510, -3.367, -1.780], [-1.949, 1.881, 1.876], [-2.092, 2.034, 2.959], [-2.753, 2.410, 1.350], [-0.993, 2.327, 1.560], [-3.651, -0.440, 1.564], [-3.792, -1.303, 0.906], [-4.320, 0.361, 1.222], [-3.941, -0.718, 2.586], [-0.942, 2.463, -2.188], [-0.431, 1.457, -3.620], [0.584, 2.347, -3.191], [0.400, 3.799, -2.888], [-0.934, 4.497, -2.347], [-1.807, 3.842, -1.331], [-2.631, 2.724, -1.525], [-2.908, 2.082, -2.839], [-1.835, 1.876, -3.952], [-0.852, -0.656, 2.667], [-0.268, 0.386, -3.661], [1.546, 1.938, -2.943], [0.593, 4.339, -3.825], [1.191, 4.112, -2.174], [-0.503, 5.351, -1.799], [-1.513, 4.932, -3.183], [-1.714, 4.253, -0.331], [-3.132, 2.295, -0.673], [-3.680, 2.691, -3.325], [-3.352, 1.100, -2.633], [-2.265, 0.984, -4.439], [-1.882, 2.683, -4.697], [-1.046, -1.732, 2.707], [-0.979, -0.218, 3.660], [0.192, -0.477, 2.355], [3.988, -1.832, 3.025], [2.377, -2.738, 2.704], [2.446, -4.618, 2.897], [1.262, -2.185, 4.122], [1.867, -2.786, 0.851], [4.411, -2.193, 3.976], [3.822, -0.748, 3.123], [4.725, -2.007, 2.231], [2.808, -4.926, 3.885], [1.430, -5.018, 2.757], [3.089, -5.050, 2.117], [1.224, -1.091, 4.216], [0.242, -2.578, 4.021], [1.665, -2.588, 5.064], [2.713, -3.367, 0.425], [1.024, -3.502, 0.842]], "forces_ev_per_a": [[1.0571, 0.0290, -1.0410], [-0.1213, -0.0964, 2.1120], [-0.0888, 0.2154, -0.6503], [0.0047, 0.1608, -0.4505], [-0.2714, -0.1988, 0.3288], [0.2552, 0.1295, -0.0938], [-0.1311, -0.1823, -0.0711], [-0.3718, -0.0828, 0.2047], [0.3128, 0.7270, -0.2446], [-0.3018, -0.1271, 0.0346], [0.0467, -0.2378, 0.0144], [0.0170, -0.0336, 0.0453], [-0.0634, -0.1640, -0.6151], [-0.1386, 0.0127, 0.0285], [0.0189, -0.0111, 0.0776], [-0.0357, 0.0844, 0.1668], [-0.0428, 0.3556, 0.1785], [0.0906, -0.0780, -0.3805], [0.1518, -0.2570, 0.1183], [-0.1542, -0.2429, 0.1920], [-0.4275, -0.3379, -0.0264], [0.1288, 0.1156, 0.2428], [0.0938, 0.1281, -0.0371], [0.1437, 0.0218, -0.1326], [0.8769, -1.6652, 3.0909], [0.9176, -0.5738, -1.0688], [0.6595, -1.3381, -0.5605], [2.2002, 0.9096, -1.2561], [-1.4526, 2.2905, 0.1240], [-0.9569, 0.9790, 1.4870], [-0.8263, 0.4986, 0.8445], [-2.2421, 0.3354, 0.5751], [0.3469, -0.8955, -2.6748], [-0.0988, -0.2324, 0.9568], [0.5314, -0.0249, -0.1455], [0.3563, -0.2165, 0.0262], [-0.1997, 0.3318, 0.2101], [-0.2852, -0.3575, -0.5560], [-0.0749, -0.0780, -0.4355], [0.3369, -0.3953, 0.1273], [-0.1007, -0.2200, 0.1711], [-0.2246, 0.0482, 0.1817], [-0.0540, -0.2036, -0.3364], [0.0167, 0.2634, -0.0272], [0.0699, 0.3975, -0.2002], [0.0511, -0.0536, 0.3030], [-0.0240, 0.2582, -0.0950], [-0.0396, -0.0858, 0.0905], [-0.1921, 0.0901, -0.2671], [0.1698, -0.1398, -0.2180], [-0.0495, -0.0458, 0.3881], [0.2420, 0.1369, -0.0768], [-0.3208, 0.0958, -0.1659], [-0.1266, 0.0252, -0.3625], [-0.0859, 0.0703, -0.2291], [0.0053, -0.3248, -0.1251], [-0.0495, 0.1041, 0.1958], [-0.0348, 0.0006, -0.1985], [0.2641, 0.0744, 0.0691], [-0.1115, -0.0786, 0.2771], [-0.0133, -0.3388, 0.0283], [0.2815, 0.0992, 0.1566], [0.0949, 0.0276, -0.3160], [-0.1220, 0.1322, 0.1195], [0.0914, 0.1690, -0.1087]], "nbo_charge": [1.52, 1.47, -0.76, -0.96, 0.25, 0.25, 0.18, 0.23, -1.15, 0.26, 0.22, 0.23, -1.00, 0.25, 0.25, 0.25, -1.01, 0.25, 0.25, 0.25, -1.18, 0.25, 0.24, 0.26, 0.26, -0.30, -0.27, -0.47, -0.46, -0.29, -0.28, -0.47, -0.48, -1.07, 0.21, 0.21, 0.23, 0.23, 0.24, 0.22, 0.21, 0.20, 0.23, 0.22, 0.24, 0.22, 0.26, 0.25, 0.20, -1.15, 1.63, -1.11, -1.12, -1.23, 0.24, 0.25, 0.23, 0.24, 0.24, 0.23, 0.23, 0.23, 0.24, 0.24, 0.27]}

***

[3]
{"formula": "C19H42F5N3O4P2S2", "method": "ωB97M-V with the def2-TZVPD basis set", "smiles": "CCCCN(CCCC[PH](CN)(C(F)(F)C(F)(F)F)P(=O)(O)O)C(=S)SCCC.COC[C@@H](C)N", "de_lowest_kcal_mol": 0.0, "e_homo_ha": -0.297, "total_charge": 0, "orbital_gap_ev": 8.287, "energy_ev": -86879.831, "largest_force_ha_per_bohr": 0.01996, "species": ["C", "C", "C", "C", "N", "C", "C", "C", "C", "P", "C", "N", "C", "F", "F", "C", "F", "F", "F", "P", "O", "O", "O", "C", "S", "S", "C", "C", "C", "H", "H", "H", "H", "H", "H", "H", "H", "H", "H", "H", "H", "H", "H", "H", "H", "H", "H", "H", "H", "H", "H", "H", "H", "H", "H", "H", "H", "H", "H", "H", "C", "C", "C", "O", "C", "N", "H", "H", "H", "H", "H", "H", "H", "H", "H", "H", "H"], "positions_angstrom": [[-1.650, 3.778, -4.263], [-0.458, 2.828, -4.170], [-0.852, 1.470, -3.573], [-0.604, 1.367, -2.058], [0.218, 0.199, -1.686], [1.414, 0.586, -0.927], [2.382, -0.579, -0.727], [2.889, -0.733, 0.718], [3.174, -2.217, 0.980], [3.539, -2.531, 2.748], [3.555, -1.123, 3.946], [2.220, -0.631, 4.252], [5.479, -2.333, 2.478], [6.109, -2.312, 3.698], [5.794, -1.153, 1.855], [6.147, -3.490, 1.642], [6.521, -3.036, 0.416], [7.243, -3.975, 2.256], [5.282, -4.515, 1.440], [1.323, -3.015, 3.049], [0.358, -2.147, 2.361], [0.958, -3.286, 4.604], [1.200, -4.539, 2.432], [-0.508, -0.785, -0.969], [-1.380, -0.527, 0.371], [-0.288, -2.386, -1.644], [-0.749, -3.443, -0.251], [-0.126, -4.826, -0.365], [1.371, -4.834, -0.685], [-2.263, 3.578, -5.138], [-2.277, 3.725, -3.374], [-1.305, 4.807, -4.353], [-0.045, 2.683, -5.165], [0.312, 3.310, -3.572], [-0.358, 0.658, -4.099], [-1.919, 1.350, -3.756], [-0.073, 2.262, -1.745], [-1.554, 1.367, -1.537], [1.922, 1.337, -1.524], [1.117, 1.047, 0.017], [3.253, -0.393, -1.351], [1.964, -1.522, -1.061], [2.166, -0.334, 1.423], [3.806, -0.158, 0.812], [3.992, -2.519, 0.329], [2.295, -2.776, 0.672], [3.847, -3.817, 3.285], [4.176, -0.332, 3.536], [4.064, -1.460, 4.844], [2.120, 0.348, 4.034], [2.034, -0.729, 5.238], [1.211, -4.188, 4.825], [2.065, -4.879, 2.180], [-1.831, -3.538, -0.258], [-0.483, -2.954, 0.683], [-0.651, -5.430, -1.100], [-0.268, -5.310, 0.598], [1.807, -5.762, -0.324], [1.867, -3.992, -0.210], [1.561, -4.784, -1.752], [-5.795, 5.274, -2.009], [-5.434, 3.871, -1.532], [-5.983, 3.527, -0.140], [-5.283, 4.120, 0.934], [-5.646, 5.453, 1.237], [-3.980, 3.701, -1.615], [-5.184, 6.037, -1.527], [-5.625, 5.359, -3.082], [-6.844, 5.501, -1.814], [-5.889, 3.162, -2.230], [-5.878, 2.449, 0.008], [-7.053, 3.761, -0.071], [-6.714, 5.623, 1.073], [-5.069, 6.172, 0.650], [-5.423, 5.622, 2.290], [-3.748, 2.733, -1.405], [-3.565, 4.226, -0.850]], "forces_ev_per_a": [[0.2826, 0.2962, 0.0998], [-0.3448, -0.0270, -0.1540], [-0.1184, 0.2526, -0.0231], [0.2617, 0.1334, -0.5419], [-0.4672, 0.0763, -0.1156], [0.2045, -0.1766, -0.4743], [0.4690, 0.2670, 0.4206], [-0.0162, 0.0632, -0.3165], [0.2430, 0.3521, -0.0640], [0.0533, -0.1350, 0.0368], [-0.3838, 0.5610, 0.1796], [0.3459, -0.1377, 0.2493], [0.3676, -0.1723, -0.1507], [-0.1700, -0.0600, -0.2009], [-0.0105, -0.1874, 0.2066], [0.6622, 0.3688, -0.4187], [-0.3148, -0.4795, 0.8509], [-0.6949, 0.1000, -0.4535], [0.4213, 0.3288, 0.1394], [-0.5945, 0.3762, -0.1013], [-0.0879, 0.0778, 0.2097], [0.2374, -0.0210, -0.1211], [0.3784, 0.2035, 0.4823], [-0.2501, -0.6473, 0.2789], [-0.2116, 0.3664, 0.0518], [0.1904, 0.2342, 0.0128], [-0.5173, -0.2854, -0.3003], [0.2734, -0.0765, -0.1068], [-0.3376, -0.1375, 0.0775], [-0.1612, -0.1836, -0.0501], [-0.0759, 0.0093, -0.0151], [-0.0171, 0.1422, -0.0580], [0.1462, 0.0191, -0.1173], [0.2347, -0.1104, 0.1015], [0.2216, -0.1666, 0.1170], [-0.1356, -0.1974, -0.1035], [0.0455, 0.1463, 0.1755], [-0.0378, -0.1291, 0.2978], [-0.0588, 0.2484, -0.0492], [-0.0175, -0.0335, 0.2450], [0.1088, -0.1434, -0.2218], [-0.1874, 0.0938, -0.0642], [-0.2501, -0.1254, 0.1055], [0.1184, 0.0781, 0.2662], [0.1799, -0.1720, 0.0475], [0.0640, 0.1730, 0.3925], [-0.0037, 0.0457, -0.1231], [0.1833, -0.0499, -0.2210], [0.1675, -0.2472, 0.0192], [-0.0650, 0.0303, -0.2508], [-0.2314, -0.1285, 0.0545], [-0.1525, -0.1955, 0.2220], [0.0543, -0.2776, -0.1317], [-0.1664, 0.0289, 0.0809], [0.2118, 0.1313, -0.1280], [-0.1102, -0.0640, -0.1425], [-0.1422, -0.0215, 0.0717], [0.2161, -0.1141, 0.0507], [-0.0289, -0.3875, -0.2526], [0.0541, 0.1299, -0.1770], [-0.0788, 0.0096, -0.0869], [0.0807, 0.2311, 0.0468], [-0.0375, -0.2090, -0.0604], [-0.0418, 0.0992, 0.0127], [0.1220, -0.0541, 0.0710], [-0.0951, -0.1808, 0.1891], [0.0146, -0.0191, 0.0532], [0.0464, -0.0136, 0.0029], [0.0022, 0.0044, 0.0129], [-0.0223, -0.0594, 0.0426], [0.0410, 0.0086, 0.0370], [0.0040, 0.0683, -0.0437], [-0.0102, 0.0149, -0.0388], [-0.0860, 0.0447, -0.0363], [-0.0037, -0.0329, 0.0087], [0.0098, -0.0085, -0.0679], [0.0191, 0.0530, -0.0380]], "lowdin_charge": [-0.12, -0.26, -0.18, -0.20, -0.22, -0.19, -0.17, -0.21, -0.30, 0.87, -0.35, -0.03, -0.49, 0.04, 0.05, -0.53, 0.13, 0.15, 0.11, 0.42, -0.35, -0.16, -0.18, -1.08, 0.77, 0.95, -0.50, -0.31, -0.13, 0.07, 0.04, 0.07, 0.10, 0.09, 0.10, 0.10, 0.11, 0.07, 0.12, 0.11, 0.12, 0.05, 0.09, 0.10, 0.10, 0.03, 0.05, 0.09, 0.10, 0.08, 0.08, 0.06, 0.05, 0.07, 0.00, 0.10, 0.09, 0.07, 0.02, 0.07, -0.07, -0.43, -0.21, -0.19, -0.11, 0.05, 0.06, 0.08, 0.08, 0.14, 0.12, 0.12, 0.09, 0.07, 0.09, 0.07, 0.08]}